{
  "formula": "C29H50GaN9S2",
  "method": "ωB97M-V with the def2-TZVPD basis set",
  "elements": ["Ga", "C", "N", "C", "N", "C", "N", "C", "N", "C", "C", "H", "H", "H", "H", "H", "H", "H", "H", "H", "H", "H", "H", "C", "N", "C", "C", "C", "C", "C", "C", "C", "C", "H", "H", "H", "H", "H", "H", "H", "H", "H", "H", "H", "H", "H", "C", "C", "C", "C", "N", "C", "S", "N", "H", "H", "H", "H", "H", "C", "C", "C", "C", "N", "C", "S", "N", "C", "C", "C", "C", "H", "H", "H", "H", "H", "H", "H", "H", "H", "H", "H", "H", "H", "H", "H", "H", "H", "H", "H", "H"],
  "positions_angstrom": [[-0.804716, -0.576960, 0.492578], [-1.803479, 0.194811, 3.246631], [-1.796563, 1.093910, 4.368982], [-0.444993, 1.193648, 4.917297], [0.492298, 1.696904, 3.905633], [0.494498, 0.798771, 2.782861], [-0.869078, 0.667305, 2.148251], [-1.319325, 2.057433, 1.762377], [-1.315888, 2.947546, 2.893467], [-2.224445, 2.423236, 3.920166], [0.034623, 3.017574, 3.455970], [-2.798733, 0.136808, 2.818812], [-1.480647, -0.804351, 3.545781], [-0.116740, 0.209469, 5.256164], [-0.449151, 1.872210, 5.768952], [0.790258, -0.199735, 3.112873], [1.182227, 1.165973, 2.019495], [-2.320590, 1.974761, 1.339576], [-0.637465, 2.419324, 0.990274], [-3.233618, 2.360701, 3.511175], [-2.232740, 3.103194, 4.770673], [0.035188, 3.701635, 4.303126], [0.723581, 3.398227, 2.699485], [4.574574, -1.593001, 0.733224], [3.365824, -2.467583, 0.729121], [2.916435, -2.756531, -0.665548], [2.272825, -1.877390, 1.602449], [1.055177, -2.759812, 1.617035], [1.246278, -4.038269, 2.144422], [0.253193, -4.998948, 2.074780], [-0.949747, -4.673987, 1.468928], [-1.162113, -3.386358, 0.997204], [-0.183143, -2.385720, 1.067964], [5.368851, -2.079229, 0.173243], [4.890869, -1.423460, 1.759308], [4.309543, -0.649647, 0.260341], [3.618218, -3.361301, 1.153261], [2.625570, -1.815283, -1.125759], [2.071155, -3.437592, -0.632299], [3.746321, -3.206306, -1.204888], [2.088330, -0.881751, 1.212599], [2.721313, -1.782169, 2.592991], [2.186983, -4.289615, 2.629397], [0.417418, -5.985734, 2.486390], [-1.732593, -5.416342, 1.380355], [-2.123794, -3.152663, 0.563985], [-4.213801, -2.400211, 3.085782], [-4.508930, -1.784287, 1.753309], [-5.789645, -1.752981, 1.220158], [-5.957624, -1.131281, -0.003519], [-4.944588, -0.584156, -0.676555], [-3.762725, -0.668549, -0.094826], [-2.392473, 0.008653, -0.977778], [-3.484616, -1.231694, 1.084036], [-4.903238, -3.213511, 3.303996], [-4.328185, -1.655645, 3.877849], [-3.191237, -2.773377, 3.115813], [-6.624537, -2.197969, 1.742164], [-6.933414, -1.067233, -0.470706], [2.979746, 0.171658, -4.169490], [2.382186, -1.211907, -4.411659], [0.866185, -1.255212, -4.596576], [0.035929, -0.895715, -3.369896], [-0.030631, 0.552915, -3.147472], [0.314037, 1.241848, -2.079206], [1.047460, 0.496318, -0.670876], [0.150925, 2.556090, -2.056126], [-0.354410, 3.374060, -3.164243], [0.663917, 3.577562, -4.285759], [2.009359, 4.117911, -3.804525], [1.907647, 5.440125, -3.051800], [4.068717, 0.132139, -4.207180], [2.704340, 0.580733, -3.195111], [2.655899, 0.878448, -4.937191], [2.657754, -1.884925, -3.591057], [2.837679, -1.638544, -5.306881], [0.574073, -2.265581, -4.889915], [0.573151, -0.610352, -5.432612], [0.438859, -1.352283, -2.467837], [-0.989836, -1.247813, -3.483781], [-0.406693, 1.082535, -3.922487], [0.530447, 3.025379, -1.250709], [-0.634825, 4.330417, -2.728414], [-1.281719, 2.926445, -3.531143], [0.214881, 4.272413, -4.999654], [0.826468, 2.644109, -4.833076], [2.652458, 4.246351, -4.676477], [2.504001, 3.366926, -3.179347], [1.386261, 6.192671, -3.646223], [2.897094, 5.831139, -2.818945], [1.371667, 5.342674, -2.103159]],
  "forces_ev_per_a": [[0.0, 0.0, 0.1], [0.0, 0.0, 0.0], [0.0, 0.0, 0.0], [0.0, 0.0, 0.0], [0.0, 0.0, 0.0], [0.0, 0.0, 0.0], [0.0, 0.0, 0.0], [0.0, 0.0, 0.0], [0.0, 0.0, 0.0], [0.0, 0.0, 0.0], [0.0, 0.0, 0.0], [0.0, 0.0, 0.0], [0.0, 0.0, 0.0], [0.0, 0.0, 0.0], [0.0, 0.0, 0.0], [0.0, 0.0, 0.0], [0.0, 0.0, 0.0], [0.0, 0.0, 0.0], [0.0, 0.0, 0.0], [0.0, 0.0, 0.0], [0.0, 0.0, 0.0], [0.0, 0.0, 0.0], [0.0, 0.0, 0.0], [0.0, 0.0, 0.0], [0.0, 0.0, 0.0], [0.0, 0.0, 0.0], [0.0, 0.0, 0.0], [0.0, 0.0, 0.0], [0.0, 0.0, 0.0], [0.0, 0.0, 0.0], [0.0, 0.0, 0.0], [0.0, 0.0, 0.0], [0.0, 0.0, 0.0], [0.0, 0.0, 0.0], [0.0, 0.0, 0.0], [0.0, 0.0, 0.0], [0.0, 0.0, 0.0], [0.0, 0.0, 0.0], [0.0, 0.0, 0.0], [0.0, 0.0, 0.0], [0.0, 0.0, -0.1], [0.0, 0.0, 0.0], [0.0, 0.0, 0.0], [0.0, 0.0, 0.0], [0.0, 0.0, 0.0], [0.0, 0.0, 0.0], [0.0, 0.0, 0.0], [0.0, 0.0, 0.0], [0.0, 0.0, 0.0], [0.0, 0.0, 0.0], [0.0, 0.0, 0.0], [0.0, -0.1, 0.0], [0.0, 0.0, 0.0], [0.0, 0.0, 0.0], [0.0, 0.0, 0.0], [0.0, 0.0, 0.0], [0.0, 0.0, 0.0], [0.0, 0.0, 0.0], [0.0, 0.0, 0.0], [0.0, 0.0, 0.0], [0.0, 0.0, 0.0], [0.0, 0.0, 0.0], [0.0, 0.0, 0.0], [0.0, 0.0, 0.0], [-0.1, 0.0, 0.0], [0.1, 0.0, 0.0], [0.1, 0.0, 0.0], [0.0, 0.0, 0.0], [0.0, 0.0, 0.0], [0.0, 0.0, 0.0], [0.0, 0.0, 0.0], [0.0, 0.0, 0.0], [0.0, 0.0, 0.0], [0.0, 0.0, 0.0], [0.0, 0.0, 0.0], [0.0, 0.0, 0.0], [0.0, 0.0, 0.0], [0.0, 0.0, 0.0], [0.0, 0.0, 0.0], [0.0, 0.0, 0.0], [0.0, 0.0, 0.0], [0.0, 0.0, 0.0], [0.0, 0.0, 0.0], [0.0, 0.0, 0.0], [0.0, 0.0, 0.0], [0.0, 0.0, 0.0], [0.0, 0.0, 0.0], [0.0, 0.0, 0.0], [0.0, 0.0, 0.0], [0.0, 0.0, 0.0], [0.0, 0.0, 0.0]],
  "lowdin_charge": [0.215, -0.152, -0.072, -0.139, -0.073, -0.182, -0.137, -0.167, -0.073, -0.132, -0.138, 0.107, 0.137, 0.136, 0.138, 0.122, 0.095, 0.124, 0.109, 0.138, 0.138, 0.138, 0.134, 0.027, -0.169, 0.018, -0.113, -0.264, -0.044, -0.044, -0.046, -0.104, -0.164, 0.114, 0.113, 0.109, 0.172, 0.055, 0.111, 0.116, 0.049, 0.146, 0.122, 0.120, 0.120, 0.087, -0.011, -0.304, 0.009, -0.083, 0.076, -0.745, 0.785, 0.046, 0.092, 0.096, 0.070, 0.123, 0.124, -0.096, -0.241, -0.177, -0.184, 0.048, -0.744, 0.744, 0.041, -0.154, -0.187, -0.257, -0.096, 0.081, 0.037, 0.076, 0.091, 0.115, 0.121, 0.123, 0.081, 0.117, 0.142, 0.126, 0.128, 0.130, 0.128, 0.093, 0.116, 0.096, 0.087, 0.080, 0.062],
  "lumo_ev": -4.46,
  "homo_lumo_gap_ha": 0.3337,
  "total_charge": 2,
  "e_above_lowest_kcal_mol": 0.3
}


{
  "formula": "C29H50GeN6O2S2SeTc",
  "method": "ωB97M-V with the def2-TZVPD basis set",
  "elements": ["Tc", "C", "C", "N", "N", "C", "S", "S", "C", "C", "C", "C", "C", "C", "C", "C", "C", "C", "C", "C", "C", "O", "H", "H", "H", "H", "H", "H", "H", "H", "H", "H", "H", "H", "H", "H", "C", "N", "C", "C", "C", "N", "C", "C", "H", "H", "H", "H", "H", "H", "H", "H", "H", "H", "H", "H", "H", "H", "H", "H", "C", "Ge", "C", "C", "C", "Se", "C", "H", "H", "H", "H", "H", "H", "H", "H", "H", "H", "H", "H", "H", "H", "C", "N", "C", "N", "O", "H", "H", "H", "H", "H", "H"],
  "positions_angstrom": [[-1.003311, 0.034840, -1.478189], [2.053083, -2.022576, 1.044863], [0.727838, -1.447971, 0.637813], [0.619845, -0.616684, -0.369161], [1.808403, -0.390229, -1.054476], [1.711081, -0.641849, -2.323335], [0.220607, -1.212322, -3.064015], [3.129379, -0.245583, -3.256738], [3.131491, -1.605251, -4.490669], [3.534653, -2.898981, -3.852161], [2.562249, -3.818866, -3.464450], [2.929157, -5.000145, -2.837674], [4.270739, -5.266822, -2.587718], [5.245552, -4.353038, -2.974083], [4.879546, -3.174308, -3.601243], [-0.466511, -1.902678, 1.312499], [-0.362846, -2.584086, 2.543032], [-1.463926, -3.117693, 3.159266], [-2.725005, -3.023371, 2.545692], [-2.859031, -2.393278, 1.336281], [-1.741194, -1.826403, 0.707617], [-1.961083, -1.243351, -0.470406], [2.847175, -1.749241, 0.362459], [1.974622, -3.109017, 1.091580], [2.321114, -1.659546, 2.040461], [3.842815, -1.265482, -5.241394], [2.146487, -1.657093, -4.948875], [1.518027, -3.624929, -3.681077], [2.172374, -5.723096, -2.562966], [4.558320, -6.192359, -2.108023], [6.290591, -4.564080, -2.790808], [5.640937, -2.464275, -3.904118], [0.604135, -2.682511, 3.017156], [-1.359612, -3.618651, 4.112336], [-3.593985, -3.455364, 3.025125], [-3.818496, -2.320124, 0.839546], [-2.230620, 1.316839, 1.158181], [-2.183230, 1.578980, -0.302120], [-1.698311, 2.973744, -0.456710], [-3.566701, 1.469960, -0.833871], [-3.567939, 1.435871, -2.336779], [-2.742930, 0.299362, -2.823778], [-2.347125, 0.580077, -4.230603], [-3.562305, -0.943239, -2.841006], [-2.894799, 2.047927, 1.627593], [-1.232604, 1.419992, 1.584028], [-2.620509, 0.322384, 1.355113], [-0.700909, 3.052610, -0.031433], [-1.672472, 3.267890, -1.501409], [-2.368812, 3.645363, 0.084989], [-4.168866, 2.309557, -0.474546], [-4.003085, 0.555231, -0.430967], [-3.160146, 2.356278, -2.753968], [-4.591922, 1.337204, -2.705668], [-3.240969, 0.792663, -4.822105], [-1.843813, -0.286815, -4.650735], [-1.674651, 1.429298, -4.258358], [-4.371618, -0.829624, -3.565496], [-3.977795, -1.137104, -1.857644], [-2.938250, -1.787470, -3.126724], [0.990387, 1.998835, 6.800905], [-0.004349, 1.102036, 5.395934], [-0.854460, -0.530183, 6.036179], [-1.371994, 2.250864, 4.623440], [1.317153, 0.525709, 4.041796], [1.410653, 1.522105, 2.371708], [1.997219, 3.214032, 3.123807], [0.328613, 2.299828, 7.614359], [1.487884, 2.890888, 6.417563], [1.746111, 1.326311, 7.208771], [-1.524098, -0.308952, 6.869194], [-0.109323, -1.248119, 6.383658], [-1.442789, -0.985648, 5.236691], [-2.065280, 2.529414, 5.419897], [-1.937016, 1.715930, 3.860154], [-0.964906, 3.166163, 4.193186], [1.107821, -0.509802, 3.768885], [2.309177, 0.549947, 4.496500], [2.970606, 3.090589, 3.590430], [1.273725, 3.571130, 3.851950], [2.072256, 3.929813, 2.308423], [0.164870, 3.497555, -4.380479], [0.966705, 3.485044, -3.163480], [0.832127, 2.554556, -2.222263], [1.610995, 2.613772, -1.125691], [-0.074631, 1.674579, -2.386844], [0.547134, 4.280440, -5.028100], [-0.880685, 3.710080, -4.160287], [0.243569, 2.544400, -4.899121], [1.688087, 4.178978, -3.057926], [2.419082, 3.216813, -1.136492], [1.720518, 1.772330, -0.572878]],
  "forces_ev_per_a": [[-0.1, -1.4, -0.2], [0.0, 0.1, 0.0], [0.0, 0.3, -0.2], [-0.1, -0.4, 0.4], [0.0, 0.0, -0.7], [0.5, 0.0, 0.4], [-0.5, 0.8, 0.7], [0.0, 0.0, -0.2], [0.0, 0.1, 0.2], [0.1, -0.1, 0.1], [0.1, 0.1, -0.1], [0.2, -0.1, 0.1], [-0.1, 0.1, 0.0], [-0.1, -0.1, 0.0], [-0.2, 0.1, 0.0], [-0.2, -0.1, -0.1], [0.0, 0.1, -0.1], [-0.3, 0.0, 0.0], [0.2, -0.1, 0.2], [0.0, 0.1, -0.2], [0.2, -0.2, 0.4], [0.5, 0.9, -0.6], [0.0, 0.0, 0.0], [0.0, 0.0, 0.0], [0.0, 0.0, 0.0], [0.0, 0.0, 0.0], [0.0, 0.0, -0.1], [0.0, 0.0, 0.0], [0.0, 0.0, 0.0], [0.0, 0.0, 0.0], [0.0, 0.0, 0.0], [0.0, 0.0, 0.0], [0.0, 0.0, 0.0], [0.0, 0.0, 0.0], [0.0, 0.0, 0.0], [0.0, 0.0, 0.0], [0.0, 0.0, 0.0], [0.2, 0.2, -0.2], [-0.1, 0.0, 0.1], [0.0, 0.0, 0.1], [0.0, 0.0, 0.0], [0.1, 0.0, -0.2], [-0.1, -0.1, 0.0], [0.0, 0.0, 0.0], [0.0, 0.0, 0.0], [0.0, 0.0, 0.0], [0.0, 0.0, 0.0], [0.0, 0.0, 0.0], [0.0, 0.0, 0.0], [0.0, 0.0, 0.0], [0.0, 0.0, 0.0], [0.0, 0.0, 0.0], [0.0, 0.0, 0.0], [0.0, 0.0, -0.1], [0.0, 0.0, 0.0], [0.0, 0.0, 0.0], [0.0, 0.0, 0.0], [0.0, 0.0, 0.0], [0.0, 0.0, 0.0], [0.0, 0.0, 0.0], [0.0, 0.1, 0.1], [0.0, 0.0, 0.1], [-0.1, 0.0, 0.1], [-0.1, 0.1, 0.0], [0.1, -0.1, 0.0], [0.0, 0.1, 0.0], [0.0, 0.0, 0.0], [0.0, 0.0, 0.0], [0.0, 0.0, 0.0], [0.0, 0.0, 0.0], [0.0, 0.0, 0.0], [0.0, 0.0, 0.0], [0.0, 0.0, 0.0], [0.0, 0.0, -0.1], [0.0, 0.0, 0.0], [0.0, 0.0, 0.0], [0.0, 0.0, 0.0], [0.0, -0.1, -0.1], [0.0, 0.0, 0.0], [0.0, 0.0, 0.0], [0.0, 0.0, 0.0], [0.0, 0.0, 0.0], [0.0, 0.0, 0.0], [0.0, 0.0, 0.0], [0.0, -0.1, -0.1], [-0.1, -0.1, 0.4], [0.0, 0.0, 0.0], [0.0, 0.0, 0.0], [0.0, 0.0, 0.0], [0.0, 0.0, 0.0], [0.0, 0.0, 0.0], [0.0, 0.0, 0.0]],
  "lowdin_charge": [1.464, 0.014, -0.242, -0.143, -0.079, -1.009, 0.727, 0.951, -0.401, -0.312, -0.069, -0.072, -0.070, -0.062, -0.043, -0.093, -0.017, -0.039, -0.021, 0.005, -0.299, -0.239, 0.084, 0.112, 0.088, 0.089, 0.057, 0.076, 0.107, 0.109, 0.112, 0.120, 0.116, 0.124, 0.125, 0.130, -0.076, -0.321, -0.053, -0.165, -0.160, -0.360, -0.082, -0.059, 0.109, 0.019, 0.079, 0.080, 0.078, 0.113, 0.146, 0.121, 0.120, 0.145, 0.112, 0.065, 0.054, 0.110, 0.079, 0.092, -0.207, 0.748, -0.210, -0.211, -0.585, 0.851, -0.385, 0.030, 0.019, 0.030, 0.030, 0.030, 0.001, 0.034, -0.004, 0.015, -0.025, 0.027, 0.035, 0.006, 0.016, -0.028, 0.067, -0.558, 0.218, -0.213, 0.104, 0.087, 0.093, 0.159, 0.134, 0.045],
  "lumo_ev": [-7.92, -7.23],
  "homo_lumo_gap_ha": [0.1755, 0.2006],
  "total_charge": 2,
  "spin_multiplicity": 2,
  "s2": 0.79
}


Number 1: total energy -4348.6121 Eh. Number 2: total energy -6969.1243 Eh.